Record 1
C32H55ClP2PdSi2 | wB97M-V/def2-TZVPD

Summary:
- 2S+1: 5
- Kohn-Sham gap (spin up / spin down): 4.516 / 6.040 eV
- Total energy: -84407.6225 eV
- Charge: 0

Each line ends with the Mulliken charge.
Cartesian coordinates (Å):
Pd  0.0749  0.0440  -0.0631  -1.09
Cl  -1.1903  4.9632  -1.3510  -0.25
P  1.0118  1.2141  1.8562  0.46
P  -1.7714  -0.3538  -1.6262  0.41
Si  -0.6428  -3.3462  -1.8163  -0.02
Si  2.7082  -1.4568  2.3603  -0.02
C  -4.6114  -0.4705  -1.9498  -1.78
C  -1.3173  -0.1975  -3.4430  1.35
C  -3.2123  -1.0622  3.0074  0.89
C  -1.0055  -4.9137  -0.8845  -1.24
C  2.6609  2.0548  1.5368  1.39
C  0.8697  -2.5129  -1.1247  1.58
C  -1.3145  -0.4500  1.2353  0.50
C  -4.1260  -0.8306  5.2526  -0.50
C  1.3735  -1.2116  -1.5218  -1.62
C  -2.0960  -2.1440  -1.4834  -0.46
C  2.2441  -1.7451  0.5818  1.54
C  -2.1549  -0.8345  2.0709  0.17
C  -3.4569  0.4628  -1.5722  1.08
C  -5.3803  -1.2617  4.7969  -0.61
C  2.5245  3.1951  0.5276  -1.37
C  4.4936  -0.9067  2.4096  -1.08
C  0.1156  2.4826  2.9017  1.07
C  -0.9334  1.2372  -3.8043  -1.36
C  -3.7819  1.1138  -0.2298  -1.29
C  -0.3518  -3.6593  -3.6362  -1.09
C  -3.0452  -0.7463  4.3738  -0.44
C  2.2320  -0.7337  -0.4579  -1.55
C  1.5307  -2.8636  0.0800  -1.52
C  -1.4037  2.4449  2.7528  -1.30
C  0.4574  2.4039  4.3923  -1.79
C  -0.6435  3.3491  -1.0060  1.82
C  1.4989  -0.1179  3.0063  -0.51
C  3.3459  2.5805  2.8039  -1.87
C  2.4075  -2.9915  3.3654  -1.25
C  -5.5366  -1.6400  3.4543  -0.50
C  -2.4096  -0.6844  -4.4023  -1.88
C  -4.4589  -1.5576  2.5697  -0.40
H  -5.5448  0.1044  -1.8955  0.57
H  -0.0094  -2.7834  -4.1998  0.35
H  1.9052  0.2885  3.9470  0.92
H  -3.3842  1.2593  -2.3308  0.40
H  4.3156  3.0074  2.5122  0.47
H  -4.6959  -1.3107  -1.2485  0.19
H  1.3054  -0.7558  -2.5069  0.56
H  -1.8623  3.0094  3.5762  0.55
H  1.3375  -3.1507  3.5477  0.33
H  2.7611  3.3899  3.2620  0.36
H  0.4753  3.4466  2.5060  0.39
H  3.5480  1.8114  3.5603  0.32
H  -3.9825  -0.5564  6.2990  0.38
H  -3.2530  2.0590  -0.0798  0.14
H  -1.7358  -5.4956  -1.4598  0.37
H  3.4862  3.7227  0.4635  0.49
H  -1.7299  1.9461  -3.5385  0.24
H  0.2424  3.1355  -1.6075  0.03
H  -2.3880  -2.2692  -0.4283  -0.20
H  -1.2747  -4.0346  -4.0973  0.34
H  -1.7697  1.4156  2.7895  0.04
H  -2.0244  -0.5917  -5.4271  0.47
H  -0.7880  1.2966  -4.8917  0.48
H  -4.5488  -1.8709  1.5258  0.29
H  -1.7475  2.8951  1.8176  0.14
H  2.8085  -3.8805  2.8646  0.35
H  -6.4962  -2.0009  3.0877  0.38
H  1.7674  3.9255  0.8459  0.25
H  -4.5451  -0.8690  -2.9656  0.29
H  -2.0507  -0.4387  4.7108  0.31
H  5.1231  -1.7746  2.1657  0.39
H  -0.0036  1.5589  -3.3232  0.11
H  -2.7004  -1.7332  -4.2621  0.33
H  -3.3050  -0.0516  -4.3355  0.36
H  -0.4060  3.2648  0.0587  -0.82
H  0.5472  -0.6238  3.2359  -0.15
H  -0.4314  -0.8424  -3.5446  -0.54
H  2.2687  2.8400  -0.4767  0.10
H  4.7492  -0.5686  3.4221  0.34
H  -0.1005  -5.5183  -0.7526  0.35
H  -1.4290  -4.7039  0.1055  0.33
H  1.5053  -3.8489  0.5431  0.38
H  2.9115  -2.8759  4.3325  0.37
H  -1.4395  2.6363  -1.2428  -0.88
H  4.7431  -0.1085  1.7004  0.35
H  0.4215  -4.4360  -3.7280  0.38
H  0.1613  1.4381  4.8214  0.19
H  -3.5229  0.4439  0.5939  0.04
H  -2.9471  -2.4488  -2.1135  0.94
H  -0.1073  3.1881  4.9123  0.58
H  -4.8584  1.3281  -0.1809  0.55
H  2.8938  0.1249  -0.5417  0.57
H  1.5137  2.5756  4.6150  0.29
H  -6.2230  -1.3275  5.4874  0.37
H  3.2781  1.2573  1.0957  -0.58

Record 2
C32H55N6O11P | wB97M-V/def2-TZVPD

Summary:
- Kohn-Sham gap: 6.872 eV
- SMILES string: CP(O)C1=C(CCC(=O)O)C(=O)c2ccccc2C1=O.CNC(C)=O.CNC(C)=O.CNC(C)=O.CNC(C)=O.CNC(C)=O.CNC(C)=O
- Total energy: -74824.2027 eV
- Charge: 0

Each line ends with the Mulliken charge.
Cartesian coordinates (Å):
P  2.5929  -4.0778  -1.9357  0.04
O  2.6367  -3.6706  -0.2357  -0.45
O  -0.9899  0.7269  -2.2137  -0.39
O  -0.1709  -0.8873  -0.7229  -0.66
O  6.5294  -0.8192  1.5669  -0.58
O  -3.1787  3.0093  -2.3468  -0.67
O  7.2124  -5.1076  -1.2941  -0.69
O  -6.3497  3.5665  4.1818  -0.67
O  -3.4716  -1.2098  2.1453  -0.66
O  -8.5395  5.2589  -1.6485  -0.66
O  1.0503  0.0085  -5.1520  -0.56
O  5.2101  -2.1402  -2.7592  -0.59
N  -3.1508  -3.3606  2.6819  -0.14
N  8.2384  -5.6298  0.6290  -0.15
N  -5.3795  2.7861  -2.7050  -0.13
N  -4.1295  3.3373  4.3620  -0.15
N  -7.5215  4.7155  0.2690  -0.06
N  4.6081  0.2580  1.9699  -0.01
C  -4.0945  2.3602  -2.8407  0.75
C  8.7631  -5.4021  1.9574  -0.81
C  -1.1022  -1.7682  -2.8744  -0.18
C  4.1776  -5.0635  -2.2227  -0.41
C  3.7349  1.2309  2.5898  -0.93
C  4.0096  -0.0023  -2.7707  0.46
C  2.7643  0.6348  -3.4546  0.41
C  7.5965  -4.7492  -0.1881  0.54
C  -2.7932  -2.2228  2.0253  0.59
C  5.9366  0.0577  2.1839  0.92
C  0.1324  -2.5526  -3.5444  -0.89
C  -8.1441  5.6102  -0.5431  0.86
C  2.6767  -2.3730  -2.7940  0.18
C  2.6548  2.1749  -3.4371  -0.67
C  -8.3229  7.0174  -0.0400  -1.29
C  1.6921  -0.3504  -4.1257  0.37
C  -6.9840  4.9255  1.5974  -0.86
C  5.0540  2.3347  -2.0931  -0.51
C  -2.4902  -4.6477  2.6719  -0.81
C  5.1677  0.7759  -2.1116  -0.38
C  7.3812  -3.3454  0.3099  -0.88
C  -5.5281  1.3218  4.2403  -1.21
C  -6.5879  2.1686  -3.2087  -0.85
C  -0.6905  -0.6313  -1.8352  0.37
C  -3.8490  1.0875  -3.6066  -0.92
C  -5.3831  2.8184  4.2582  0.80
C  3.7973  3.0035  -2.7457  -0.46
C  6.6318  0.9384  3.1872  -1.45
C  -2.8711  2.6299  4.4611  -0.78
C  4.0783  -1.5979  -2.7601  0.41
C  -1.5587  -2.2595  1.1658  -1.03
C  1.5308  -1.8027  -3.4449  0.17
H  -4.1140  4.3478  4.3672  0.24
H  4.4611  -5.1182  -3.3272  0.30
H  8.5967  -4.3820  2.2973  0.32
H  3.0750  -2.7904  -0.2288  0.29
H  -2.7782  0.8792  -3.6304  -0.08
H  -3.0024  1.5499  4.4460  0.27
H  -7.4409  3.7949  -0.1398  0.14
H  8.2746  -6.0982  2.6431  0.27
H  -1.8632  -1.3676  -3.6462  0.20
H  -2.2119  -4.8983  3.6980  0.27
H  0.1322  -3.6225  -3.1513  0.37
H  1.7574  2.6911  -3.9050  0.40
H  -6.5831  1.0602  4.1536  0.32
H  -1.6775  -2.9972  0.3691  0.29
H  6.1837  0.8095  4.1749  0.40
H  -0.1119  -2.6345  -4.6735  0.31
H  4.2587  1.8554  3.3106  0.36
H  -0.6842  -2.4974  1.7755  0.40
H  -1.4060  -1.2856  0.7123  0.29
H  4.1214  -6.0827  -1.7015  0.32
H  6.7685  -3.3547  1.2132  0.37
H  -4.9969  0.9035  3.3819  0.29
H  8.3411  -2.8644  0.5087  0.49
H  -4.3533  0.2511  -3.1164  0.37
H  6.8589  -2.7693  -0.4545  0.02
H  3.3102  1.8598  1.8043  0.29
H  5.0309  -4.4924  -1.7004  -0.21
H  -6.3853  1.2506  -3.7567  0.38
H  2.9268  0.6950  3.0924  0.29
H  -3.1980  -5.3935  2.3029  0.27
H  5.8864  2.9330  -1.5797  0.34
H  -3.9890  -3.2556  3.2370  0.25
H  -2.2414  2.9313  3.6211  0.28
H  -4.2029  1.1943  -4.6345  0.47
H  -5.4631  3.6466  -2.1804  0.17
H  -5.1421  0.8961  5.1691  0.34
H  -7.3498  7.4728  0.1564  0.33
H  8.3434  -6.5491  0.2224  0.26
H  -7.0879  2.8827  -3.8661  0.29
H  4.2145  -0.3710  1.2837  0.04
H  -7.2389  1.9495  -2.3597  0.24
H  3.7554  4.1504  -2.6710  0.31
H  -7.1218  5.9479  1.9432  0.30
H  6.5697  1.9838  2.8766  0.38
H  7.6839  0.6583  3.2467  0.28
H  -1.6013  -4.6503  2.0445  0.32
H  -1.3752  1.1819  -1.4171  0.31
H  -5.9180  4.6894  1.5748  0.23
H  -1.6955  -2.5556  -2.2681  0.32
H  -2.3850  2.9244  5.3941  0.28
H  -7.4855  4.2401  2.2809  0.34
H  9.8354  -5.6103  1.9429  0.28
H  -8.8344  7.6105  -0.7987  0.31
H  -8.9313  7.0178  0.8670  0.35
H  6.0631  0.2110  -1.6612  0.37